Entry from OMol25: the molecule C3H3ClS (ωB97M-V/def2-TZVPD).

```
8
Properties=species:S:1:pos:R:3:nbo_charge:R:1
C 0.2766 0.6599 -0.1122 -0.29
C -1.1842 0.4999 -0.2001 -0.14
Cl -2.2729 1.7982 -0.2305 0.08
C -1.6341 -0.8545 -0.1448 -0.33
S -3.1710 -1.3811 -0.0163 0.07
H 0.6762 1.6565 -0.1074 0.21
H 0.9229 -0.1889 -0.1150 0.21
H -0.8342 -1.5913 -0.1598 0.21
```

Computed properties:
HOMO-LUMO gap = 7.68 eV
SMILES = C=C(Cl)C=S
Highest occupied orbital energy = -8.9 eV

***

Entry from OMol25: a cluster of 8 separate species, C21H61N3O8 in total (ωB97M-V/def2-TZVPD).

```
93
Properties=species:S:1:pos:R:3:lowdin_charge:R:1
C 5.9736 1.9844 3.6646 -0.12
O 5.3233 1.0743 2.8094 -0.19
C 5.4167 1.4590 1.4550 -0.22
C 4.7596 0.4091 0.5910 -0.42
C 5.0380 0.6734 -0.8866 -0.06
N 3.3136 0.2749 0.7792 0.05
H 5.5194 2.9792 3.6163 0.08
H 7.0441 2.0448 3.4303 0.09
H 5.8981 1.5961 4.6801 0.09
H 4.9223 2.4327 1.3088 0.13
H 6.4676 1.5706 1.1543 0.13
H 5.1826 -0.5810 0.7828 0.14
H 4.7548 -0.1836 -1.5011 0.08
H 6.0831 0.8770 -1.1228 0.08
H 4.4232 1.5001 -1.2608 0.07
H 3.1227 -0.0445 1.7253 0.07
H 2.8628 1.1915 0.8006 0.06
C -3.3242 -4.0860 1.6976 -0.11
O -2.9800 -3.3696 0.5430 -0.19
C -1.6694 -3.6718 0.1234 -0.22
C -1.3611 -2.9420 -1.1643 -0.44
C -2.1137 -3.5121 -2.3528 -0.06
N 0.0923 -2.9972 -1.4163 0.05
H -3.5386 -5.1490 1.5387 0.09
H -4.2197 -3.6463 2.1405 0.09
H -2.5450 -3.9767 2.4634 0.07
H -0.9692 -3.3637 0.9114 0.11
H -1.5817 -4.7512 -0.0728 0.14
H -1.7077 -1.9006 -1.0299 0.12
H -1.9322 -4.5929 -2.4129 0.08
H -1.7822 -3.1163 -3.3139 0.07
H -3.1928 -3.3703 -2.2859 0.07
H 0.5902 -2.8334 -0.5439 0.06
H 0.3484 -2.1683 -1.9500 0.06
C -3.6516 -1.0046 4.8661 -0.10
O -2.8891 -1.8224 4.0133 -0.20
C -1.4926 -1.6235 4.0630 -0.21
C -1.0236 -0.2187 3.7361 -0.42
C -1.3431 0.1288 2.3012 -0.06
N 0.4381 -0.0558 3.9875 0.05
H -3.6112 0.0515 4.5770 0.08
H -3.3697 -1.1076 5.9210 0.09
H -4.6895 -1.3205 4.7639 0.09
H -1.0819 -2.0293 5.0025 0.13
H -1.0953 -2.3128 3.3034 0.12
H -1.5085 0.5184 4.3822 0.13
H -2.3908 -0.1022 2.1086 0.07
H -0.8249 -0.5453 1.6007 0.09
H -1.0578 1.1445 2.0392 0.07
H 0.6584 -0.2645 4.9566 0.09
H 0.8942 -0.8018 3.4604 0.09
C -5.1126 -0.9998 -0.9934 -0.05
C -4.9284 0.2247 -0.1266 -0.48
C -3.5133 0.7569 -0.2811 -0.07
O -5.8911 1.1891 -0.5645 -0.05
H -4.6886 -0.8198 -1.9856 0.08
H -6.1558 -1.2927 -1.0927 0.08
H -4.5559 -1.8454 -0.5804 0.06
H -5.0918 -0.0234 0.9299 0.13
H -3.3821 1.1851 -1.2809 0.08
H -2.7943 -0.0599 -0.1923 0.06
H -3.2065 1.5341 0.4230 0.08
H -5.5724 2.0787 -0.3897 0.08
C 1.3813 1.3869 -5.2440 -0.06
C 2.3038 2.6154 -5.2361 -0.49
C 3.2657 2.5491 -4.0767 -0.07
O 3.0612 2.7062 -6.4539 -0.06
H 1.8469 0.4608 -5.5633 0.09
H 0.4679 1.6820 -5.7716 0.07
H 1.0055 1.2221 -4.2243 0.06
H 1.6711 3.5074 -5.1792 0.13
H 4.1418 3.1902 -4.1759 0.08
H 3.6270 1.5260 -3.9306 0.08
H 2.7561 2.7862 -3.1399 0.07
H 2.4369 2.7333 -7.1851 0.08
C 0.2097 1.5169 -1.0023 -0.14
O 0.9465 0.3383 -1.3328 -0.15
H 0.7978 2.4362 -0.9762 0.08
H -0.6202 1.5772 -1.7014 0.07
H -0.1899 1.3442 0.0020 0.05
H 1.6804 0.2593 -0.7060 0.02
C -2.3914 0.2931 -4.2169 -0.15
O -2.7403 -0.2041 -5.5124 -0.12
H -1.5794 0.9993 -4.3939 0.06
H -3.2530 0.7790 -3.7618 0.07
H -2.1334 -0.5418 -3.5605 0.07
H -2.2146 -0.9852 -5.6979 0.07
C 2.2480 2.8340 3.3189 -0.16
O 1.5306 2.1887 2.2885 -0.16
H 1.5759 3.3721 4.0012 0.08
H 2.7763 2.1286 3.9759 0.07
H 2.9883 3.5056 2.8927 0.07
H 1.1167 1.4206 2.7136 0.02
```

Computed properties:
HOMO-LUMO gap = 9.71 eV
SMILES = COC[C@H](C)N.COC[C@H](C)N.COC[C@H](C)N.CC(C)O.CC(C)O.CO.CO.CO
Highest occupied orbital energy = -9.3 eV

***

Entry from OMol25: a structure of composition C8H6Cl2MgNS2 (ωB97M-V/def2-TZVPD).

```
20
Properties=species:S:1:pos:R:3:nbo_charge:R:1
Mg -0.1507 1.2337 -2.3676 1.61
Cl -0.7512 3.3863 -0.4324 -0.05
C -2.3013 3.7470 -1.4002 -0.35
Cl -2.8515 2.4238 -2.5271 -0.01
H -2.1162 4.5277 -2.1193 0.24
H -3.0364 4.1339 -0.6936 0.26
S 0.1858 -0.9165 -3.5928 -0.25
C 0.2478 -1.2234 -1.9736 -0.15
N -0.2353 -0.4259 -0.9679 -0.73
C 0.0169 -0.9605 0.2609 0.13
C 0.0915 -0.2452 1.4826 -0.23
C 0.8923 -0.7484 2.5152 -0.20
C 1.6222 -1.9407 2.4315 -0.20
C 1.5585 -2.6980 1.2218 -0.20
C 0.7357 -2.2372 0.2351 -0.22
S 1.0232 -2.7793 -1.4009 0.43
H -0.4143 0.6880 1.6409 0.22
H 1.0456 -0.1158 3.3877 0.23
H 2.2148 -2.2871 3.2685 0.23
H 2.2226 -3.5625 1.0314 0.24
```

Computed properties:
Charge = +1
HOMO-LUMO gap = 5.96 eV
Highest occupied orbital energy = -11.1 eV

***

The highest HOMO-LUMO gap belongs to which entry? C21H61N3O8

***

What is the highest occupied orbital energy in the third record? -11.1 eV

***

Which value of highest occupied orbital energy does entry 1 give? -8.9 eV

***

The lowest HOMO-LUMO gap belongs to which entry? C8H6Cl2MgNS2